Molecular formula: C7H17O3Tm
Method: DFT, wB97M-V/def2-TZVPD

Properties
E_tot = -1586.503484 hartree
E_LUMO (spin up / spin down) = -13.5 / -13.9 eV
Orbital gap (spin up / spin down) = 5.39 / 7.40 eV

Geometry as ORCA input:
```
! RIJCOSX wB97M-V def2-TZVPD def2/J DEFGRID3
* xyz 3 4
C 0.2196 -0.5575 0.4270
O 1.0029 0.5419 -0.0675
C 2.3671 0.2491 -0.2533
C 3.1265 1.5027 -0.5537
O 2.3393 2.2814 -1.4648
C 2.7682 3.6257 -1.6965
C 1.6847 4.2852 -2.5155
O 0.4258 3.9979 -1.8856
C -0.6568 4.8144 -2.3438
Tm 0.2456 2.1336 -1.1018
H -0.8000 -0.1974 0.5923
H 0.2222 -1.3677 -0.3127
H 0.6381 -0.8922 1.3824
H 2.4903 -0.5641 -0.9785
H 3.2965 -0.7845 0.6347
H 4.0958 1.2606 -1.0066
H 3.3039 2.0971 0.3577
H 3.7183 3.6311 -2.2450
H 2.8960 4.1325 -0.7287
H 1.6589 3.8973 -3.5435
H 1.8450 5.3706 -2.5356
H -1.5626 4.4799 -1.8294
H -0.4496 5.8607 -2.0894
H -0.7744 4.6971 -3.4285
C 4.2694 -1.7915 1.3904
H 4.6403 -2.5647 0.7104
H 3.7638 -2.2946 2.2200
H 5.1411 -1.2678 1.7930
*
```

Here are the Löwdin charges for atoms 1 to 8, given in e: number 1, C, carries 0.032; number 2, O, carries -0.373; number 3, C, carries -0.156; number 4, C, carries -0.117; number 5, O, carries -0.261; number 6, C, carries -0.090; number 7, C, carries -0.095; number 8, O, carries -0.376

=====

Molecular formula: C7H17P
Method: DFT, wB97M-V/def2-TZVPD

Properties
ΔE to the lowest compared entry with this formula, charge and spin = 33.6 kcal per mole
SMILES = CC(C)C(C)(C)CP
E_tot = -618.194982 hartree
E_LUMO = 0.9 eV
Orbital gap = 10.42 eV

Geometry as ORCA input:
```
! RIJCOSX wB97M-V def2-TZVPD def2/J DEFGRID3
* xyz 0 1
C 1.2637 1.1153 -1.2561
C -1.1517 0.5261 -1.8875
C -1.3500 -0.9339 0.4856
C 0.8763 -1.6036 -0.2841
C 0.6359 0.0326 1.4923
C -0.1337 0.7602 -0.7669
C 0.0632 -0.4263 0.1556
P -0.1805 1.5062 2.3174
H 1.7938 0.3413 -1.7570
H 1.8743 1.2812 -0.3791
H 1.1447 2.0827 -1.7563
H -0.8691 -0.3568 -2.5570
H -1.2502 1.4257 -2.5336
H -2.1534 0.3780 -1.5162
H -1.8392 -0.0019 0.7472
H -1.6723 -1.4384 -0.3488
H -1.3723 -1.7371 1.2865
H 1.9566 -1.4890 0.0904
H 0.5472 -2.5046 0.2573
H 0.8835 -1.7301 -1.3240
H 1.7537 0.3036 1.3847
H 0.5882 -0.8204 2.2065
H -0.4260 1.6049 -0.0958
H 0.4301 1.0735 3.4676
H -1.4127 0.6107 2.5712
*
```

Here are the Löwdin charges for atoms 1 to 8, given in e: number 1, C, carries -0.063; number 2, C, carries -0.065; number 3, C, carries -0.096; number 4, C, carries -0.057; number 5, C, carries -0.490; number 6, C, carries -0.423; number 7, C, carries -0.658; number 8, P, carries 0.819

=====

Molecular formula: C7H17P
Method: DFT, wB97M-V/def2-TZVPD

Properties
ΔE to the lowest compared entry with this formula, charge and spin = 110.1 kcal per mole
E_tot = -618.073085 hartree
E_LUMO (spin up / spin down) = 0.1 / 1.0 eV
Orbital gap (spin up / spin down) = 6.84 / 8.06 eV

Geometry as ORCA input:
```
! RIJCOSX wB97M-V def2-TZVPD def2/J DEFGRID3
* xyz 0 1
C -2.2398 -0.9788 1.4080
C -1.3748 1.8719 -0.6386
C 1.9187 1.1397 1.3156
C 2.5255 0.1480 -0.8559
C -1.0846 -2.4601 -0.4970
C -1.4511 0.3501 -1.0072
C 2.0292 -0.0586 0.5482
P -0.9147 -0.8438 0.3013
H -2.8355 -0.0742 1.6294
H -2.2903 -1.7759 2.2325
H -2.0087 2.1699 0.1207
H -0.3011 2.0975 -0.1930
H -1.7659 2.5059 -1.4492
H 1.2840 1.1207 2.2507
H 2.9884 1.2328 1.7237
H 1.5621 2.0277 0.7246
H 3.1087 -0.8319 -1.1251
H 3.2521 0.9341 -0.7642
H 1.8598 0.2599 -1.7245
H -2.1515 -2.6831 -0.3435
H -0.8114 -2.4039 -1.6156
H -0.3699 -3.0831 0.1138
H -0.8442 0.2001 -1.9181
H -2.4653 0.1520 -1.2786
H 2.3806 -1.0169 1.0421
*
```

Here are the Löwdin charges for atoms 1 to 8, given in e: number 1, C, carries -0.272; number 2, C, carries -0.143; number 3, C, carries -0.205; number 4, C, carries -0.150; number 5, C, carries -0.307; number 6, C, carries -0.409; number 7, C, carries -0.333; number 8, P, carries 0.793

=====

Molecular formula: C7H18
Method: DFT, wB97M-V/def2-TZVPD

Properties
ΔE to the lowest compared entry with this formula, charge and spin = 38.1 kcal per mole
E_tot = -277.381344 hartree
E_LUMO (spin up / spin down) = 4.1 / 4.1 eV
Orbital gap (spin up / spin down) = 2.66 / 11.44 eV

Geometry as ORCA input:
```
! RIJCOSX wB97M-V def2-TZVPD def2/J DEFGRID3
* xyz -1 2
C -1.6097 -1.2773 1.6640
C -1.9422 -1.6282 0.2085
C -0.4322 -1.9975 2.2598
H -1.3132 -0.1566 1.6867
H -2.4129 -1.3343 2.3978
H -2.4955 -0.7758 -0.2771
H -0.4587 -3.1443 2.5037
H -2.4746 -2.5472 0.1522
H -0.9636 -1.4832 -0.3512
H 0.4151 -2.0744 1.5432
H -0.0832 -1.7537 3.2742
C 1.0574 1.6706 -1.2601
C 1.9235 0.3203 -1.5558
C -0.3037 1.4126 -1.7905
C 1.1539 1.9268 0.2342
H 1.5303 2.5936 -1.8186
H 1.5802 -0.5317 -1.0230
H -0.1673 0.9084 -2.7630
H -0.8286 0.7378 -1.2268
H -0.8574 2.4010 -1.9569
H 0.8356 2.8964 0.7926
H 0.6869 1.1695 0.8201
H 2.2741 2.1093 0.4303
H 3.0291 0.4706 -1.2721
H 1.8566 0.0875 -2.6721
*
```

Here are the Löwdin charges for atoms 1 to 8, given in e: number 1, C, carries -0.405; number 2, C, carries -0.240; number 3, C, carries -0.278; number 4, H, carries 0.099; number 5, H, carries 0.076; number 6, H, carries 0.046; number 7, H, carries 0.072; number 8, H, carries 0.030

=====

Molecular formula: C7H18BrI2LaOP2
Method: DFT, wB97M-V/def2-TZVPD

Properties
ΔE to the lowest compared entry with this formula, charge and spin = 0.0 kcal per mole
E_tot = -4235.916925 hartree
E_LUMO = -8.7 eV
Orbital gap = 4.98 eV

Geometry as ORCA input:
```
! RIJCOSX wB97M-V def2-TZVPD def2/J DEFGRID3
* xyz 2 1
I 0.0012 -1.3712 -6.1484
I 0.0011 1.3225 -6.0214
La -0.0001 0.2389 0.9214
P -2.6791 -0.0158 0.2442
C -3.6504 -0.0632 -1.2710
C -3.2363 -1.3667 1.3515
H -4.3201 -1.2876 1.5268
H -4.3064 1.3916 1.4058
H -2.7162 -1.3146 2.3240
H -2.7043 1.4853 2.2052
H -3.3800 -0.9844 -1.7979
H -3.0235 -2.3272 0.8519
C -3.2208 1.4546 1.2266
H -4.7409 -0.0514 -1.0930
H -3.0100 2.3692 0.6441
H -3.3732 0.8139 -1.8662
P 2.6794 -0.0317 0.2523
C 3.6553 -0.0820 -1.2597
C 3.2260 1.4338 1.2394
H 2.7034 -1.3333 2.3306
H 4.3093 -1.3159 1.5368
H 3.0074 -2.3460 0.8578
C 3.2255 -1.3877 1.3588
H 2.7050 1.4672 2.2152
H 4.3103 1.3632 1.4236
H 4.7452 -0.0739 -1.0784
H 3.3831 0.7970 -1.8556
H 3.0244 2.3507 0.6566
H 3.3833 -1.0015 -1.7879
C 0.0026 -0.0512 -1.4489
O 0.0033 -0.0873 -2.6115
Br -0.0046 0.0046 3.6675
*
```

Here are the Löwdin charges for atoms 1 to 8, given in e: number 1, I, carries 0.051; number 2, I, carries 0.040; number 3, La, carries 1.277; number 4, P, carries 0.641; number 5, C, carries -0.241; number 6, C, carries -0.248; number 7, H, carries 0.078; number 8, H, carries 0.079

=====

Molecular formula: C7H18Cl6O4
Method: DFT, wB97M-V/def2-TZVPD

Properties
E_tot = -3339.194854 hartree
E_LUMO (spin up / spin down) = -2.4 / -9.3 eV
Orbital gap (spin up / spin down) = 10.91 / 4.02 eV

Geometry as ORCA input:
```
! RIJCOSX wB97M-V def2-TZVPD def2/J DEFGRID3
* xyz 1 2
C 1.7788 -1.6489 -1.5285
C 2.8576 -1.2469 -2.6210
O 2.3496 -0.8284 -3.8651
O 0.7821 -0.6646 -1.4692
H 2.3187 -1.7735 -0.5899
H 1.4004 -2.6711 -1.5223
H 3.4689 -2.1479 -2.6719
H 3.4905 -0.4883 -2.1606
H 2.6149 0.0815 -4.0180
H 0.5455 -0.4897 -2.3830
C 0.2346 -0.9439 2.2077
C 1.6719 -0.5139 1.9277
O 1.6672 0.4266 0.8520
O -0.2302 -1.7972 1.1102
H -0.4733 -0.1216 2.3127
H 0.0833 -1.4058 3.1833
H 2.2421 -1.3815 1.5955
H 2.2081 -0.1129 2.7878
H 1.4525 -0.0536 0.0490
H -0.9137 -1.3176 0.6364
C -3.0632 -0.0304 -2.0432
Cl -2.9247 -1.2497 -0.7524
Cl -1.6476 -0.1915 -3.0723
H -3.9720 -0.2100 -2.6175
H -3.1714 0.9873 -1.6681
C -2.9362 1.2584 4.4269
Cl -3.0592 1.2274 2.5769
Cl -1.3552 1.1533 5.1367
H -3.4056 2.1663 4.8058
H -3.6286 0.5572 4.8927
C 0.0765 2.6166 -1.0420
Cl -0.6061 2.8663 -2.6966
Cl -1.2199 2.8822 0.1085
H 0.5640 1.6439 -0.9757
H 0.7997 3.4218 -0.9126
*
```

Here are the Löwdin charges for atoms 1 to 8, given in e: number 1, C, carries -0.212; number 2, C, carries -0.206; number 3, O, carries -0.026; number 4, O, carries -0.150; number 5, H, carries 0.099; number 6, H, carries 0.130; number 7, H, carries 0.122; number 8, H, carries 0.122

=====

no.,molar mass (g mol⁻¹)
1,318.144
2,132.187
3,132.187
4,102.221
5,652.786
6,378.935